(1)
DFT (wB97M-V/def2-TZVPD) results for C46H64N5P2SY as an isolated structure.

Element x y z (Å)
1 Y 0.340 -0.143 0.492
2 C 2.633 -1.476 2.911
3 N 1.312 -1.809 2.365
4 C 0.322 -1.683 3.445
5 C 0.223 -0.234 3.844
6 C 0.067 0.151 5.160
7 C -0.027 1.506 5.459
8 C 0.059 2.427 4.430
9 C 0.220 1.963 3.137
10 N 0.294 0.657 2.839
11 C 1.347 -3.157 1.791
12 C 0.063 -3.506 1.080
13 C -0.372 -4.817 1.000
14 C -1.553 -5.098 0.330
15 C -2.278 -4.052 -0.220
16 C -1.783 -2.771 -0.087
17 N -0.626 -2.490 0.536
18 C 3.585 -0.990 1.866
19 C 4.941 -1.237 1.994
20 C 5.822 -0.660 1.095
21 C 5.304 0.146 0.097
22 C 3.934 0.317 0.025
23 N 3.065 -0.241 0.881
24 H 3.053 -2.325 3.458
25 H 2.513 -0.672 3.635
26 H 0.590 -2.296 4.312
27 H -0.648 -2.042 3.090
28 H 0.024 -0.597 5.942
29 H -0.155 1.832 6.484
30 H 0.003 3.493 4.614
31 H 0.290 2.652 2.305
32 H 1.557 -3.910 2.557
33 H 2.178 -3.194 1.080
34 H 0.209 -5.606 1.463
35 H -1.908 -6.119 0.251
36 H -3.214 -4.220 -0.738
37 H -2.324 -1.925 -0.495
38 H 5.297 -1.868 2.801
39 H 6.888 -0.835 1.177
40 H 5.942 0.634 -0.631
41 H 3.514 0.921 -0.758
42 C -4.257 1.959 -1.328
43 C -3.515 0.654 -1.019
44 C -2.725 0.247 -2.261
45 P -2.461 0.731 0.522
46 C -3.665 0.191 1.832
47 C -5.074 0.795 1.867
48 C -3.066 0.214 3.234
49 C -1.989 2.475 0.690
50 C -2.891 3.433 1.166
51 C -2.646 4.794 1.095
52 C -3.639 5.806 1.604
53 C -1.466 5.184 0.468
54 C -0.545 4.265 -0.003
55 C -0.752 2.885 0.138
56 N 0.173 1.894 -0.239
57 C 1.339 2.225 -0.967
58 C 2.237 3.205 -0.503
59 C 3.338 3.584 -1.239
60 C 3.621 2.995 -2.479
61 C 4.789 3.455 -3.307
62 C 2.796 1.964 -2.891
63 C 1.678 1.536 -2.152
64 P 0.724 0.055 -2.640
65 C 0.674 -0.044 -4.502
66 C 0.491 1.288 -5.240
67 C -0.461 -0.997 -4.906
68 C 1.906 -1.338 -2.168
69 C 1.259 -2.722 -2.326
70 C 3.310 -1.371 -2.779
71 H -4.926 1.796 -2.177
72 H -4.854 2.336 -0.500
73 H -3.546 2.743 -1.598
74 H -4.241 -0.132 -0.783
75 H -1.891 0.925 -2.435
76 H -2.308 -0.764 -2.212
77 H -3.384 0.281 -3.135
78 H -3.790 -0.858 1.542
79 H -5.085 1.747 2.397
80 H -5.520 0.937 0.885
81 H -5.728 0.120 2.424
82 H -2.777 1.227 3.532
83 H -3.807 -0.146 3.953
84 H -2.195 -0.431 3.313
85 H -3.831 3.104 1.586
86 H -4.389 5.338 2.242
87 H -3.148 6.590 2.183
88 H -4.164 6.292 0.777
89 H -1.257 6.244 0.340
90 H 0.342 4.638 -0.494
91 H 2.045 3.679 0.452
92 H 3.997 4.359 -0.855
93 H 4.662 4.495 -3.615
94 H 5.724 3.401 -2.745
95 H 4.899 2.852 -4.208
96 H 3.022 1.465 -3.828
97 H 1.625 -0.475 -4.813
98 H -0.562 1.577 -5.254
99 H 1.047 2.113 -4.797
100 H 0.822 1.169 -6.276
101 H -1.424 -0.593 -4.581
102 H -0.493 -1.096 -5.994
103 H -0.359 -1.997 -4.487
104 H 2.082 -1.171 -1.092
105 H 1.328 -3.057 -3.361
106 H 1.790 -3.465 -1.722
107 H 0.204 -2.737 -2.046
108 H 3.269 -1.673 -3.826
109 H 3.824 -0.412 -2.722
110 H 3.926 -2.111 -2.259
111 C -0.508 4.731 -3.674
112 S -1.470 3.332 -3.087
113 C -2.757 3.311 -4.346
114 H -0.136 4.553 -4.685
115 H 0.350 4.853 -3.008
116 H -1.095 5.650 -3.661
117 H -3.411 4.180 -4.259
118 H -3.356 2.409 -4.203
119 H -2.327 3.286 -5.350

Results
2S+1	1
net charge	+2
frontier orbital gap	0.248	Ha
highest occupied orbital energy	-11.7	eV
LUMO level	-4.93	eV

Results of the Löwdin charge analysis, in e, for atoms 1 through 99:
1. Y 1.44
2. C -0.12
3. N -0.22
4. C -0.12
5. C -0.31
6. C 0.00
7. C -0.01
8. C -0.02
9. C -0.09
10. N 0.03
11. C -0.11
12. C -0.27
13. C 0.01
14. C -0.01
15. C -0.02
16. C -0.13
17. N 0.01
18. C -0.26
19. C 0.00
20. C -0.02
21. C -0.02
22. C -0.12
23. N 0.07
24. H 0.14
25. H 0.14
26. H 0.14
27. H 0.12
28. H 0.13
29. H 0.13
30. H 0.12
31. H 0.10
32. H 0.14
33. H 0.14
34. H 0.13
35. H 0.13
36. H 0.12
37. H 0.07
38. H 0.13
39. H 0.13
40. H 0.12
41. H 0.07
42. C -0.11
43. C -0.51
44. C -0.17
45. P 1.05
46. C -0.53
47. C -0.09
48. C -0.11
49. C -0.32
50. C -0.05
51. C -0.26
52. C -0.04
53. C -0.02
54. C -0.06
55. C -0.36
56. N -0.18
57. C -0.35
58. C -0.04
59. C -0.02
60. C -0.26
61. C -0.03
62. C -0.08
63. C -0.33
64. P 1.08
65. C -0.51
66. C -0.11
67. C -0.11
68. C -0.56
69. C -0.12
70. C -0.09
71. H 0.09
72. H 0.06
73. H 0.04
74. H 0.11
75. H -0.02
76. H 0.04
77. H 0.08
78. H 0.09
79. H 0.07
80. H 0.06
81. H 0.09
82. H 0.08
83. H 0.09
84. H 0.04
85. H 0.09
86. H 0.08
87. H 0.08
88. H 0.09
89. H 0.13
90. H 0.09
91. H 0.12
92. H 0.13
93. H 0.09
94. H 0.09
95. H 0.08
96. H 0.11
97. H 0.10
98. H 0.05
99. H 0.05

***

(2)
DFT (wB97M-V/def2-TZVPD) results for C22H38CrF4N2O21S2 as an isolated structure.

Element x y z (Å)
1 Cr -1.187 -1.384 -0.835
2 N -2.088 -0.359 -2.333
3 S -1.877 -0.234 -3.923
4 O -1.292 1.002 -4.284
5 O -2.979 -0.741 -4.653
6 F -0.731 -1.314 -4.102
7 S -3.501 0.587 -2.125
8 O -4.706 -0.146 -2.241
9 O -3.412 1.882 -2.660
10 F -3.280 0.761 -0.583
11 N 0.029 0.752 0.488
12 O 0.461 1.745 1.065
13 O 0.617 0.248 -0.493
14 O -1.078 0.240 0.807
15 C -0.698 2.792 3.998
16 C -1.783 1.937 3.387
17 O -2.951 2.611 3.787
18 C -2.687 3.275 4.955
19 O -3.494 3.703 5.694
20 O -1.340 3.391 5.116
21 F -1.785 0.642 3.872
22 H -0.398 3.532 3.250
23 H 0.206 2.256 4.273
24 H -1.770 1.852 2.308
25 C 3.794 1.757 1.456
26 C 3.612 0.924 0.204
27 O 3.344 -0.350 0.718
28 C 3.795 -0.415 2.013
29 O 3.757 -1.393 2.673
30 O 4.237 0.788 2.417
31 F 4.776 0.874 -0.548
32 H 2.816 2.147 1.742
33 H 4.514 2.559 1.332
34 H 2.830 1.270 -0.464
35 O 0.313 4.292 -2.408
36 C 1.270 3.578 -2.482
37 O 2.261 3.562 -1.569
38 C 2.119 4.409 -0.421
39 C 2.237 5.865 -0.739
40 C 1.553 2.665 -3.649
41 H 2.866 4.099 0.306
42 H 1.145 4.174 0.020
43 H 3.170 6.070 -1.273
44 H 2.201 6.471 0.165
45 H 1.439 6.188 -1.404
46 H 2.624 2.487 -3.749
47 H 1.221 3.182 -4.544
48 H 1.026 1.727 -3.502
49 O -0.170 -2.498 0.742
50 C 0.667 -3.128 1.365
51 O 0.770 -3.122 2.660
52 C 0.019 -2.175 3.442
53 C 0.859 -0.941 3.695
54 C 1.709 -3.985 0.721
55 H -0.261 -2.676 4.364
56 H -0.895 -1.886 2.920
57 H 0.284 -0.298 4.359
58 H 1.012 -0.378 2.774
59 H 1.804 -1.225 4.148
60 H 2.271 -4.540 1.463
61 H 2.418 -3.294 0.248
62 H 1.301 -4.588 -0.083
63 O -3.015 -1.779 0.394
64 C -3.941 -1.653 1.180
65 O -4.960 -2.482 1.223
66 C -4.997 -3.587 0.296
67 C -5.509 -3.182 -1.061
68 C -4.032 -0.534 2.162
69 H -5.703 -4.292 0.731
70 H -4.025 -4.076 0.242
71 H -6.496 -2.729 -0.975
72 H -5.561 -4.056 -1.713
73 H -4.859 -2.471 -1.566
74 H -3.449 0.276 1.741
75 H -3.584 -0.813 3.115
76 H -5.069 -0.270 2.348
77 O 0.454 -2.423 -1.868
78 C 1.290 -2.920 -2.606
79 O 2.304 -2.291 -3.127
80 C 2.476 -0.860 -2.938
81 C 3.908 -0.539 -3.306
82 C 1.261 -4.363 -3.023
83 H 2.253 -0.493 -1.936
84 H 1.744 -0.366 -3.580
85 H 4.056 0.539 -3.203
86 H 4.128 -0.761 -4.349
87 H 4.599 -1.017 -2.616
88 H 0.784 -4.395 -4.005
89 H 0.681 -4.946 -2.317
90 H 2.273 -4.744 -3.123

Results
2S+1	5
frontier orbital gap (alpha / beta)	0.344 / 0.372	Ha
highest occupied orbital energy (alpha / beta)	-9.5 / -10.2	eV
LUMO level (alpha / beta)	-0.08 / -0.11	eV
⟨S²⟩	6.005

Charge distribution, Löwdin scheme, values in e:
1. Cr 0.89
2. N -0.36
3. S 0.48
4. O -0.23
5. O -0.23
6. F -0.16
7. S 0.54
8. O -0.23
9. O -0.20
10. F -0.16
11. N -0.51
12. O 0.04
13. O -0.03
14. O -0.08
15. C -0.07
16. C -0.30
17. O 0.13
18. C -0.54
19. O 0.20
20. O 0.08
21. F 0.04
22. H 0.14
23. H 0.14
24. H 0.13
25. C -0.05
26. C -0.31
27. O 0.11
28. C -0.55
29. O 0.17
30. O 0.10
31. F 0.04
32. H 0.12
33. H 0.14
34. H 0.13
35. O 0.12
36. C -0.53
37. O -0.03
38. C -0.23
39. C -0.07
40. C 0.04
41. H 0.10
42. H 0.12
43. H 0.09
44. H 0.08
45. H 0.07
46. H 0.08
47. H 0.10
48. H 0.06
49. O 0.02
50. C -0.49
51. O 0.05
52. C -0.16
53. C -0.04
54. C 0.06
55. H 0.13
56. H 0.11
57. H 0.07
58. H 0.07
59. H 0.08
60. H 0.10
61. H 0.10
62. H 0.08
63. O 0.01
64. C -0.49
65. O 0.04
66. C -0.19
67. C -0.05
68. C 0.06
69. H 0.12
70. H 0.12
71. H 0.09
72. H 0.09
73. H 0.05
74. H 0.06
75. H 0.10
76. H 0.11
77. O 0.00
78. C -0.52
79. O 0.05
80. C -0.17
81. C -0.05
82. C 0.05
83. H 0.10
84. H 0.11
85. H 0.07
86. H 0.08
87. H 0.08
88. H 0.11
89. H 0.08
90. H 0.10

***

(3)
DFT (wB97M-V/def2-TZVPD) results for a single C2H3FNP molecule.

Element x y z (Å)
1 C -0.181 0.252 -0.243
2 C -0.999 -0.820 0.187
3 N -0.214 1.470 -0.443
4 F 2.195 0.349 0.700
5 P 1.529 -0.718 -0.348
6 H -1.883 -0.764 0.827
7 H -1.022 -1.847 -0.183
8 H 0.575 2.078 -0.496

Results
2S+1	3
frontier orbital gap (alpha / beta)	0.313 / 0.263	Ha
highest occupied orbital energy (alpha / beta)	-7.9 / -8.9	eV
LUMO level (alpha / beta)	0.64 / -1.77	eV
⟨S²⟩	2.029

Charge distribution, Löwdin scheme, values in e:
1. C -0.67
2. C -0.06
3. N 0.12
4. F -0.45
5. P 0.90
6. H 0.05
7. H 0.04
8. H 0.05

***

(4)
DFT (wB97M-V/def2-TZVPD) results for C14H21AgAs2F12NO8 as an isolated structure.

Element x y z (Å)
1 Ag -0.510 0.771 0.829
2 As -2.013 3.833 -0.837
3 F -0.812 4.452 0.239
4 F -1.970 5.252 -1.795
5 F -3.190 3.099 -1.876
6 F -2.028 2.360 0.142
7 F -3.271 4.498 0.123
8 F -0.740 3.136 -1.794
9 As -1.775 -1.856 2.727
10 F -2.471 -1.539 1.175
11 F -1.383 -0.129 2.806
12 F -1.073 -2.044 4.289
13 F -2.100 -3.537 2.566
14 F -0.214 -2.107 2.022
15 F -3.301 -1.603 3.455
16 C -4.157 -1.878 -4.891
17 C -3.518 -2.969 -4.325
18 C -2.619 -2.788 -3.292
19 C -2.374 -1.507 -2.859
20 C -3.020 -0.404 -3.379
21 C -3.927 -0.601 -4.409
22 N -1.431 -1.302 -1.758
23 O -0.744 -2.237 -1.399
24 O -1.412 -0.188 -1.279
25 H -4.890 -2.024 -5.675
26 H -3.741 -3.966 -4.680
27 H -2.095 -3.614 -2.833
28 H -2.848 0.574 -2.947
29 H -4.392 0.279 -4.835
30 C 3.539 -2.343 0.782
31 C 2.199 -1.969 0.152
32 O 2.431 -1.489 -1.186
33 C 1.937 -0.301 -1.490
34 O 1.379 0.464 -0.742
35 O 2.170 -0.039 -2.771
36 C 1.957 1.330 -3.148
37 H 4.060 -3.048 0.137
38 H 3.314 -2.854 1.723
39 H 4.094 -1.445 1.045
40 H 1.752 -1.197 0.770
41 H 1.509 -2.804 0.104
42 H 0.900 1.588 -3.071
43 H 2.290 1.442 -4.173
44 H 2.530 1.989 -2.497
45 C 1.420 0.440 5.345
46 C 2.392 -0.162 4.372
47 O 3.104 0.826 3.584
48 C 2.390 1.432 2.647
49 O 1.306 1.085 2.240
50 O 3.046 2.491 2.206
51 C 2.522 3.037 0.976
52 H 0.678 1.084 4.881
53 H 1.903 1.002 6.147
54 H 0.892 -0.402 5.794
55 H 1.911 -0.898 3.725
56 H 3.193 -0.684 4.896
57 H 1.575 3.538 1.172
58 H 2.341 2.227 0.270
59 H 3.288 3.701 0.599

Results
2S+1	1
net charge	-1
frontier orbital gap	0.336	Ha
highest occupied orbital energy	-7.5	eV
LUMO level	1.61	eV

Charge distribution, Löwdin scheme, values in e:
1. Ag 0.81
2. As 0.68
3. F -0.26
4. F -0.24
5. F -0.26
6. F -0.32
7. F -0.24
8. F -0.26
9. As 0.68
10. F -0.26
11. F -0.31
12. F -0.25
13. F -0.24
14. F -0.26
15. F -0.23
16. C -0.08
17. C -0.07
18. C 0.00
19. C -0.14
20. C 0.02
21. C -0.06
22. N -0.31
23. O 0.10
24. O 0.03
25. H 0.10
26. H 0.10
27. H 0.12
28. H 0.12
29. H 0.11
30. C -0.05
31. C -0.21
32. O 0.05
33. C -0.60
34. O 0.04
35. O 0.01
36. C -0.02
37. H 0.07
38. H 0.08
39. H 0.08
40. H 0.09
41. H 0.12
42. H 0.09
43. H 0.09
44. H 0.10
45. C -0.06
46. C -0.20
47. O 0.05
48. C -0.61
49. O 0.05
50. O 0.02
51. C 0.00
52. H 0.08
53. H 0.08
54. H 0.08
55. H 0.12
56. H 0.12
57. H 0.09
58. H 0.07
59. H 0.09

***

(5)
DFT (wB97M-V/def2-TZVPD) results for C12H32AlB2O6S3 as an isolated structure.

Element x y z (Å)
1 Al 0.481 1.135 0.134
2 B 0.611 -1.048 2.853
3 H -0.059 -0.124 2.641
4 H 0.824 -0.986 3.988
5 H 0.060 -2.029 2.688
6 H 1.663 -1.065 2.383
7 B 3.139 0.550 -1.179
8 H 4.039 0.041 -1.671
9 H 2.804 -0.056 -0.266
10 H 3.433 1.608 -0.839
11 H 2.156 0.579 -1.802
12 C -4.265 -0.521 -3.484
13 C -2.913 -1.294 -3.483
14 C -1.843 -0.259 -3.908
15 S -2.348 1.266 -3.026
16 O -2.061 2.458 -3.826
17 O -1.779 1.008 -1.708
18 C -4.031 0.894 -2.928
19 H -4.982 -1.035 -2.847
20 H -4.686 -0.412 -4.484
21 H -2.850 -2.246 -4.005
22 H -2.699 -1.556 -2.442
23 H -1.954 -0.189 -4.990
24 H -0.906 -0.720 -3.601
25 H -4.602 1.753 -3.270
26 H -4.217 0.709 -1.868
27 C 1.967 -4.886 -2.176
28 C 3.331 -4.167 -1.992
29 C 3.070 -2.671 -1.515
30 S 1.277 -2.514 -1.339
31 O 0.629 -2.240 -2.613
32 O 0.902 -1.763 -0.157
33 C 0.990 -4.284 -1.229
34 H 2.069 -5.964 -2.066
35 H 1.638 -4.698 -3.199
36 H 3.871 -4.144 -2.933
37 H 3.794 -4.754 -1.201
38 H 3.220 -1.863 -2.228
39 H 3.518 -2.575 -0.529
40 H -0.043 -4.601 -1.361
41 H 1.189 -4.500 -0.173
42 C -0.401 3.487 5.588
43 C -1.547 3.978 4.704
44 C -0.819 4.878 3.677
45 S 0.661 3.929 3.291
46 O 1.791 4.785 3.490
47 O 0.432 3.220 2.019
48 C 0.563 2.664 4.696
49 H -0.570 2.975 6.534
50 H 0.149 4.389 5.873
51 H -2.318 4.583 5.175
52 H -2.037 3.232 4.074
53 H -0.560 5.807 4.178
54 H -1.378 5.060 2.761
55 H 1.534 2.451 5.135
56 H 0.064 1.726 4.455

Results
2S+1	1
net charge	+1
frontier orbital gap	0.143	Ha
highest occupied orbital energy	-13.0	eV
LUMO level	-9.14	eV

Charge distribution, Löwdin scheme, values in e:
1. Al 1.41
2. B -0.22
3. H -0.03
4. H 0.06
5. H -0.01
6. H 0.02
7. B -0.34
8. H 0.05
9. H -0.08
10. H -0.02
11. H -0.03
12. C -0.19
13. C -0.20
14. C -0.20
15. S 0.72
16. O -0.30
17. O -0.41
18. C -0.24
19. H 0.12
20. H 0.12
21. H 0.12
22. H 0.11
23. H 0.11
24. H 0.08
25. H 0.12
26. H 0.11
27. C -0.23
28. C -0.15
29. C -0.19
30. S 0.69
31. O -0.32
32. O -0.41
33. C -0.24
34. H 0.12
35. H 0.12
36. H 0.11
37. H 0.11
38. H 0.07
39. H 0.11
40. H 0.12
41. H 0.11
42. C -0.23
43. C -0.20
44. C -0.22
45. S 0.73
46. O -0.28
47. O -0.45
48. C -0.16
49. H 0.12
50. H 0.11
51. H 0.12
52. H 0.12
53. H 0.11
54. H 0.11
55. H 0.11
56. H 0.08

***

Question: 2S+1 of number 2 (C22H38CrF4N2O21S2)?
Answer: 5

***

Question: Which of these has the highest 2S+1?
Answer: C22H38CrF4N2O21S2

***

Question: Which formula does entry 3 have?
Answer: C2H3FNP